Below is a structure of composition C20H28AsF6K2N5O9S, with properties calculated with ωB97M-V with the def2-TZVPD basis set.

Computed properties:
* E: -167701.941 eV
* 2S+1: 1
* LUMO: -2.300 eV

Cartesian coordinates (Å):
K -4.79 -0.25 1.70
K -2.56 -4.17 0.72
As -0.39 -0.30 1.02
F -2.13 -0.02 0.93
F -0.45 -0.19 2.75
F 1.30 -0.58 1.06
F -0.36 -0.39 -0.68
F -0.12 1.41 0.91
F -0.68 -2.01 1.14
O 0.16 -2.74 -2.46
C -0.78 -3.76 -2.45
O -0.50 -4.83 -2.98
O -1.88 -3.45 -1.85
H -0.28 -2.04 -1.95
C 1.66 1.38 4.20
N 2.83 0.54 3.80
O 3.45 0.81 2.79
O 3.12 -0.37 4.55
H 2.11 2.20 4.75
H 0.97 0.71 4.67
H 1.30 1.77 3.25
C 3.72 0.54 -0.40
C 4.53 1.82 -0.07
O 4.87 2.43 -1.34
S 4.40 1.50 -2.54
O 5.43 1.34 -3.49
O 3.11 1.92 -2.96
O 4.27 0.19 -1.67
H 2.67 0.80 -0.53
H 3.83 -0.15 0.43
H 5.48 1.48 0.32
H 4.06 2.60 0.52
N -0.85 3.08 -1.21
C -2.06 3.70 -1.32
C -2.00 4.55 -2.40
C -0.70 4.42 -2.95
C -0.02 3.47 -2.23
H -0.59 2.51 -0.42
H -2.80 3.56 -0.55
H -2.74 5.25 -2.73
H -0.35 4.96 -3.81
H 0.93 2.97 -2.34
N -2.63 1.20 -3.43
C -3.81 1.50 -4.06
C -4.20 0.38 -4.75
C -3.20 -0.61 -4.55
C -2.25 -0.07 -3.74
H -2.14 1.86 -2.85
H -4.25 2.47 -3.98
H -5.07 0.21 -5.35
H -3.19 -1.62 -4.94
H -1.29 -0.42 -3.39
N 2.35 -4.78 0.52
C 3.53 -5.48 0.33
C 4.34 -4.70 -0.43
C 3.69 -3.45 -0.67
C 2.46 -3.57 -0.09
H 1.54 -5.12 0.99
H 3.65 -6.47 0.73
H 5.36 -4.93 -0.73
H 4.06 -2.55 -1.12
H 1.67 -2.84 0.01
N -2.75 0.19 4.31
C -3.42 1.34 4.60
C -4.67 0.98 5.05
C -4.73 -0.43 5.03
C -3.51 -0.92 4.59
H -1.76 0.13 4.10
H -2.89 2.28 4.64
H -5.41 1.68 5.37
H -5.58 -1.07 5.22
H -3.07 -1.88 4.39

---

Below is a structure of composition C20H28AuF5N2O2SSi, with properties calculated with ωB97M-V with the def2-TZVPD basis set.

Computed properties:
* E: -64263.351 eV
* ΔE to the lowest compared entry with this formula, charge and spin: 0.0 kcal/mol
* 2S+1: 1
* LUMO: -0.361 eV

Cartesian coordinates (Å):
Au 0.23 0.74 0.18
F -2.08 -0.65 5.94
C -2.00 -0.62 4.61
C -2.79 0.26 3.89
F -3.64 1.07 4.53
C -2.70 0.29 2.51
F -3.47 1.16 1.85
C -1.83 -0.54 1.81
S -1.70 -0.49 0.05
C -1.04 -1.41 2.57
F -0.17 -2.22 1.97
C -1.12 -1.46 3.95
F -0.35 -2.29 4.64
C 1.28 -3.14 -0.62
C 2.41 -2.17 -0.67
N 2.31 -0.87 -0.59
C 3.59 -0.37 -0.69
C 4.47 -1.39 -0.85
N 3.70 -2.54 -0.83
H 0.44 -2.69 -0.09
H 1.56 -4.06 -0.10
H 0.95 -3.41 -1.63
H 3.78 0.69 -0.64
H 5.54 -1.42 -0.96
H 4.04 -3.48 -0.90
C 1.18 2.69 -2.17
Si -0.49 1.96 -1.74
C -1.65 3.35 -1.14
C -3.12 2.94 -1.02
C -1.53 4.52 -2.14
C -1.16 3.84 0.23
C -1.04 0.83 -3.17
C -0.78 1.59 -4.48
C -0.16 -0.43 -3.16
C -2.51 0.39 -3.16
H 1.08 3.34 -3.05
H 1.90 1.90 -2.40
H 1.58 3.28 -1.34
H -3.57 2.80 -2.00
H -3.67 3.73 -0.51
H -3.24 2.02 -0.44
H -1.80 4.22 -3.15
H -0.53 4.94 -2.16
H -2.22 5.31 -1.83
H -1.36 3.10 1.01
H -1.69 4.75 0.50
H -0.09 4.06 0.24
H 0.28 1.82 -4.62
H -1.35 2.52 -4.54
H -1.09 0.97 -5.32
H 0.90 -0.20 -3.13
H -0.36 -1.01 -4.07
H -0.39 -1.07 -2.30
H -3.19 1.23 -3.32
H -2.81 -0.10 -2.24
H -2.67 -0.31 -3.99
O 1.89 1.96 0.76
C 2.06 1.42 1.92
O 1.33 0.51 2.35
H 2.90 1.80 2.51